(1)
{"formula": "C21H32Br2ClF3N3O8", "method": "ωB97M-V/def2-TZVPD", "homo_lumo_gap_ha": 0.32985, "spin_multiplicity": 1, "homo_ev": -12.1, "total_charge": 1, "total_energy_ha": -7493.07260, "molar_mass_g_mol": 706.76, "species": ["C", "C", "O", "C", "C", "C", "C", "C", "F", "Br", "C", "F", "F", "Br", "N", "C", "C", "C", "C", "Cl", "N", "O", "C", "N", "H", "H", "H", "H", "H", "H", "H", "H", "H", "H", "H", "H", "H", "H", "H", "H", "C", "C", "O", "C", "O", "O", "C", "H", "H", "H", "H", "H", "H", "H", "H", "C", "C", "O", "C", "O", "O", "C", "H", "H", "H", "H", "H", "H", "H", "H"], "positions_angstrom": [[-4.79230, 2.22163, -5.20207], [-3.72284, 3.19878, -4.72310], [-2.42039, 2.54272, -4.61809], [-1.69936, 2.87535, -3.55789], [-1.19261, 2.11348, -2.56003], [-1.34957, 0.63415, -2.41610], [-1.19402, 0.10163, -0.98180], [-2.38316, 0.18697, -0.02708], [-2.21403, -0.81670, 0.87893], [-2.39014, 1.83323, 1.01492], [-3.78323, -0.07562, -0.64466], [-3.72303, -1.10759, -1.48770], [-4.61088, -0.42727, 0.34792], [-4.60390, 1.46998, -1.48894], [-0.47090, 3.00312, -1.75170], [-0.53101, 4.23940, -2.22550], [0.16933, 5.39570, -1.59624], [-0.68641, 6.66621, -1.38105], [-2.19307, 6.42939, -1.27481], [-0.36474, 7.86194, -2.67957], [-1.26910, 4.20254, -3.33499], [-1.54022, 5.28708, -4.13256], [-0.93499, 5.14148, -5.30032], [-0.46415, 4.88322, -6.30477], [-5.61826, 2.24265, -4.49753], [-5.18743, 2.48340, -6.17835], [-4.36345, 1.22419, -5.23304], [-3.98194, 3.54240, -3.72063], [-3.67634, 4.08531, -5.35201], [-2.27047, 0.35682, -2.92051], [-0.54404, 0.17381, -2.99121], [-0.86089, -0.93111, -1.01889], [-0.39249, 0.66212, -0.50236], [0.02926, 2.74507, -0.91515], [0.97993, 5.66672, -2.27689], [0.65286, 5.08880, -0.67245], [-0.32344, 7.13110, -0.47149], [-2.44060, 5.51592, -0.73445], [-2.62315, 7.26979, -0.73684], [-2.62839, 6.45539, -2.26962], [0.69159, -4.77628, 5.97674], [1.07869, -3.52281, 5.22323], [0.57458, -3.53564, 3.87404], [-0.72230, -3.26215, 3.73812], [-1.49236, -2.99367, 4.61996], [-1.02366, -3.34808, 2.43843], [-2.41070, -3.16308, 2.14662], [1.00241, -5.66419, 5.42469], [1.16037, -4.78765, 6.96002], [-0.38781, -4.83631, 6.11046], [2.16272, -3.46744, 5.12985], [0.74656, -2.62217, 5.73868], [-2.78050, -2.23676, 2.57048], [-2.98971, -4.00503, 2.52407], [-2.50519, -3.12999, 1.06784], [8.19156, -4.32823, 1.62962], [7.51072, -5.01089, 2.79634], [6.31049, -4.32585, 3.18815], [5.25325, -4.52976, 2.40567], [5.21225, -5.23668, 1.43306], [4.23748, -3.80815, 2.88626], [3.04660, -3.86855, 2.09502], [8.36878, -3.27559, 1.85474], [9.14424, -4.80961, 1.41046], [7.57156, -4.37126, 0.73493], [8.15917, -4.98723, 3.67005], [7.29207, -6.05611, 2.57963], [2.73900, -4.89777, 1.92329], [3.20570, -3.36010, 1.14340], [2.26602, -3.35618, 2.64477]], "mulliken_charge": [-1.272, -0.022, -0.449, 0.610, -0.290, -0.932, -1.270, 0.360, -0.181, -0.056, 0.539, -0.223, -0.222, -0.072, 0.126, 0.219, -1.189, 0.251, -1.258, -0.150, 0.593, -0.292, 0.499, -0.343, 0.305, 0.368, 0.314, 0.263, 0.320, 0.383, 0.428, 0.428, 0.555, 0.394, 0.436, 0.332, 0.486, 0.261, 0.429, 0.289, -1.231, -0.193, -0.284, 0.659, -0.561, -0.302, -0.648, 0.310, 0.383, 0.321, 0.354, 0.341, 0.299, 0.378, 0.158, -1.096, -0.171, -0.366, 0.750, -0.556, -0.314, -0.534, 0.290, 0.357, 0.313, 0.291, 0.314, 0.316, 0.351, 0.104]}

(2)
{"formula": "C26H18CaCl3N5O3S3Sb", "method": "ωB97M-V/def2-TZVPD", "homo_lumo_gap_ha": [0.22239, 0.22243], "spin_multiplicity": 2, "homo_ev": [-2.3, -2.3], "s_squared": 0.76, "total_charge": -2, "total_energy_ha": -4994.35188, "molar_mass_g_mol": 812.86, "species": ["Ca", "C", "C", "C", "C", "C", "C", "N", "C", "C", "C", "C", "C", "C", "N", "N", "C", "C", "C", "C", "C", "N", "H", "H", "H", "H", "H", "H", "H", "H", "H", "H", "H", "H", "H", "S", "Sb", "S", "S", "Cl", "C", "Cl", "Cl", "C", "N", "O", "C", "C", "C", "C", "C", "C", "C", "O", "O", "H", "H", "H", "H", "H"], "positions_angstrom": [[-0.45145, -0.39130, 0.07443], [3.56485, -3.95111, -1.13673], [3.81073, -2.81788, -0.37168], [3.07786, -1.65471, -0.57131], [2.07290, -1.61130, -1.53250], [1.83437, -2.74831, -2.30890], [2.57315, -3.90589, -2.11105], [1.21408, -0.47975, -1.58284], [0.87967, 0.12804, -2.70143], [1.54075, -0.07159, -3.97744], [1.16749, 0.63281, -5.06592], [0.12000, 1.61697, -5.03502], [-0.52506, 1.85764, -3.87364], [-0.18385, 1.13760, -2.68996], [-0.82641, 1.30339, -1.50820], [-1.76717, 2.15442, -1.38169], [-2.28887, 2.17795, -0.05186], [-3.34113, 3.05809, 0.19560], [-3.84274, 3.15557, 1.47554], [-3.29160, 2.38676, 2.49516], [-2.25640, 1.53055, 2.17223], [-1.76801, 1.42344, 0.92860], [4.11900, -4.86480, -0.95705], [4.55249, -2.84490, 0.41692], [3.24215, -0.78380, 0.04857], [1.03644, -2.72733, -3.04532], [2.35044, -4.78447, -2.70686], [2.33365, -0.80349, -4.03706], [1.67356, 0.44454, -6.00654], [-0.15586, 2.13813, -5.94201], [-1.32561, 2.58188, -3.80841], [-3.73399, 3.63896, -0.62844], [-4.66603, 3.83054, 1.68139], [-3.65630, 2.43447, 3.51182], [-1.79611, 0.88979, 2.91914], [2.26985, -3.29560, 3.34729], [0.80821, -1.61907, 3.13313], [1.41227, 0.34867, 2.15553], [-0.88178, -1.48944, 4.59724], [-4.13126, -3.76283, -3.36071], [-2.44908, -3.40786, -3.20440], [-1.38262, -4.75174, -3.19371], [-1.84682, -2.30135, -5.47459], [-2.14074, -2.33054, -2.32782], [-1.89100, -1.45836, -1.61760], [-4.09014, -3.05409, 1.01988], [-3.29648, -4.11204, 0.78374], [-3.89526, -5.34760, 0.54269], [-3.10573, -6.46372, 0.33209], [-1.71321, -6.37953, 0.35210], [-1.11920, -5.14737, 0.55662], [-1.89745, -4.01150, 0.76828], [-1.23962, -2.70466, 0.95856], [-1.90878, -1.70404, 1.36290], [0.01188, -2.57646, 0.71251], [-3.48884, -2.29395, 1.21421], [-4.97653, -5.40322, 0.52965], [-3.58439, -7.41834, 0.14274], [-1.10550, -7.25927, 0.18615], [-0.04239, -5.02632, 0.55677]], "mulliken_charge": [1.648, -0.476, -0.554, -0.378, -0.196, 0.326, -0.962, -0.265, 0.801, -0.663, -0.567, -0.680, -0.572, 0.046, 0.760, -1.323, -0.127, -0.549, -0.156, -0.885, -0.235, 0.054, 0.359, 0.380, 0.307, 0.652, 0.358, 0.425, 0.339, 0.342, 0.406, 0.457, 0.350, 0.414, 0.246, -0.632, 1.290, -0.513, -0.655, -0.185, 0.231, -0.112, -0.612, -0.133, -0.378, -0.772, 0.549, -0.641, -0.224, -0.875, -0.272, -0.506, 1.569, -0.643, -0.534, 0.302, 0.419, 0.353, 0.397, 0.493]}

(3)
{"formula": "C2H3N2P", "method": "ωB97M-V/def2-TZVPD", "homo_lumo_gap_ha": [0.27859, 0.27853], "spin_multiplicity": 1, "homo_ev": [-9.2, -9.2], "relative_energy_kj_mol": 616.6, "total_charge": 0, "total_energy_ha": -528.60681, "molar_mass_g_mol": 86.03, "species": ["C", "C", "N", "N", "P", "H", "H", "H"], "positions_angstrom": [[-1.61546, 0.27076, -1.03872], [-1.59746, 1.55513, -0.95757], [-0.67147, -1.04969, -0.10227], [-0.08682, -0.16763, 0.85315], [-0.15037, 1.50468, 0.11367], [0.09736, -1.33948, -0.79223], [-0.75661, -0.17661, 1.53427], [1.00915, 1.53434, -0.59876]], "mulliken_charge": [0.056, -0.235, -0.318, -0.333, 0.174, 0.298, 0.315, 0.043]}